Entry 1:
C24H35N3O2 in the gas phase. Source: the Open Molecules 2025 dataset; level of theory: ωB97M-V with the def2-TZVPD basis set.

The SMILES is CCOC(=O)C1(CCCc2ccccc2)CCN(Cc2cn(CC)nc2C)CC1. As for the energy above the lowest of the compared OMol25 structures with the same formula, charge and spin: 0.5436 eV. Its multiplicity is 1. The value obtained for the frontier orbital gap is 9.139 eV. As for the largest force on an atom: 0.8 eV Å⁻¹.

Geometry (Å):
1 H 1.84579 -1.67997 -0.97478
2 H 7.04218 1.31023 1.22885
3 H -5.91049 1.37435 -3.20592
4 C -1.66497 -0.12689 -5.08851
5 N -0.72796 -2.08662 -1.66170
6 H 2.22161 0.42793 1.43485
7 C 5.79140 2.24856 2.69032
8 C 1.21444 -0.79346 -0.92742
9 H 0.01418 3.05970 2.21657
10 C 4.43680 -0.18619 2.79101
11 H -4.26196 -1.52093 -1.42319
12 H 2.29543 -2.61368 1.62624
13 C 0.10198 -0.93391 -1.96409
14 C -0.29015 -1.86676 0.72420
15 H 4.38910 2.90746 4.16668
16 H 5.84720 -0.83664 1.32006
17 C 5.52418 -0.01435 1.94305
18 H -2.19615 -3.31233 -2.43923
19 H 0.54750 -1.08996 -2.94987
20 H 4.40531 -2.31795 2.81029
21 H 3.37996 -1.57998 0.68552
22 C -1.71895 1.83368 1.87928
23 H -4.83782 1.09247 -0.34800
24 C -1.68015 -2.38964 -2.72469
25 H -0.60312 2.26378 3.67207
26 C 6.19748 1.19254 1.89212
27 H -1.99836 -2.80636 -0.19502
28 C 4.71075 2.08824 3.53985
29 C -0.88645 2.76439 2.74919
30 H 3.19714 0.76012 4.25540
31 C -5.20324 1.68211 -1.18629
32 C 1.71623 -0.53229 1.57018
33 H -1.98546 -1.03003 -0.31424
34 C 0.62909 -0.66775 0.48096
35 C -1.35622 -1.93738 -0.36504
36 H -2.63304 1.52639 2.39242
37 H -0.76687 -1.78998 1.70162
38 C 3.69160 -1.49053 2.81153
39 N -4.39757 0.05659 -2.82800
40 O 0.05235 1.61745 -0.08924
41 H -1.96803 2.32417 0.93231
42 C -2.68505 -1.31180 -2.99363
43 H -2.05625 0.58969 -5.80502
44 H -1.46234 3.65364 2.98885
45 H -0.72459 0.25364 -4.69147
46 C -2.65716 -0.31492 -3.99622
47 H -0.48613 -0.00208 -1.99538
48 H -1.10100 -2.58619 -3.63096
49 C 2.77298 -1.63371 1.58960
50 H 1.21157 -0.50914 2.53973
51 O -1.02049 0.62001 1.60241
52 C -0.14036 0.64511 0.59329
53 H -6.32675 0.05869 -2.07713
54 H 3.09265 -1.56047 3.72184
55 H 0.29942 -2.78296 0.68813
56 N -3.69725 0.49244 -3.87240
57 H -1.46759 -1.07169 -5.59276
58 H 6.31629 3.19168 2.65150
59 H -4.42899 2.38715 -1.47853
60 C -5.55215 0.77592 -2.36595
61 H -6.08169 2.23647 -0.86748
62 C -3.82221 -1.02522 -2.26617
63 H 1.81281 0.08811 -1.15997
64 C 4.03957 0.87904 3.58838


Entry 2:
C24H35N7 in the gas phase. Source: the Open Molecules 2025 dataset; level of theory: ωB97M-V with the def2-TZVPD basis set.

The SMILES is CCN(CC)CCC[C@@H](C)Nc1nc(C)cc(Nc2ccc3nc(C)cc(N)c3c2)n1. As for the energy above the lowest of the compared OMol25 structures with the same formula, charge and spin: 0.1863 eV. Its multiplicity is 1. The value obtained for the frontier orbital gap is 8.093 eV. As for the largest force on an atom: 0.7 eV Å⁻¹.

Geometry (Å):
1 H -4.61678 -0.01379 3.83408
2 H -1.87626 1.74513 -1.88739
3 C 2.07947 -6.18840 1.74948
4 H 2.91782 -6.34905 1.07865
5 N 1.68727 -4.41291 0.16981
6 H -3.40995 3.20133 -0.80247
7 N 1.38336 -2.80508 -1.40162
8 H 2.44474 -6.05657 2.76608
9 H -4.62423 4.76431 1.13997
10 C 1.31197 -4.98060 1.31044
11 C 3.65404 2.44507 -0.77950
12 H 0.63616 3.92914 0.67064
13 H 2.83654 -0.32338 -0.12755
14 N -4.50233 1.78382 2.02068
15 H 5.49958 2.59404 -1.88486
16 H 4.00481 1.54247 -0.27684
17 C -0.39147 -3.33743 1.56854
18 H -0.02071 -2.91484 -3.65713
19 H 1.52069 -2.13393 -4.02360
20 H -1.62448 -3.32533 3.14706
21 C 1.53335 3.54336 -1.26953
22 H -3.24675 -2.06291 3.95852
23 C -4.36917 2.64672 1.04480
24 N -1.41222 -2.80790 2.30495
25 C -3.88214 -0.23807 3.07698
26 C -3.72924 0.68086 2.01779
27 H -5.88557 3.82131 1.95498
28 C 1.81295 -0.05652 -0.39264
29 C 0.75095 -1.68579 -2.05466
30 C 0.25991 -4.48092 2.05743
31 C 0.99585 -3.34391 -0.23025
32 C -2.77050 0.39833 1.00817
33 H 0.03188 -1.18853 -4.03161
34 H 2.21554 4.68765 0.45008
35 H 4.19005 1.78232 -2.75599
36 C 1.55188 1.42197 -0.08552
37 N -1.74758 1.17775 -1.06581
38 H 0.47982 1.60516 -0.18126
39 C 4.43077 2.60195 -2.08477
40 C 1.28143 4.43271 -0.04489
41 H -0.04002 -4.94095 2.98571
42 H 2.50280 -0.48447 -2.39845
43 H 1.00934 0.43291 -2.32891
44 H -5.84767 3.92791 0.18442
45 C -1.99323 -0.76878 1.09771
46 C 0.55676 -2.00147 -3.53689
47 H 4.18341 3.53614 -2.58184
48 C -3.46799 2.46306 -0.01480
49 H 3.87686 3.29658 -0.11672
50 C -5.23817 3.86652 1.08468
51 H -1.39383 0.25090 -1.23007
52 C -2.66315 1.34292 -0.05868
53 N -0.02668 -2.77719 0.41888
54 H 1.43449 -7.06562 1.73137
55 C -2.15606 -1.64555 2.14678
56 N 2.23039 2.29640 -1.02549
57 H -0.22620 -1.58474 -1.57273
58 H 2.11091 4.10509 -2.00690
59 H -1.24335 -0.99780 0.36142
60 H 1.15507 -0.64889 0.24364
61 H 0.56892 3.29358 -1.72418
62 H 0.79806 5.35528 -0.35632
63 C -3.12106 -1.36711 3.13931
64 C 1.55446 -0.39083 -1.86789
65 H 1.83701 1.62613 0.95988
66 H 2.19749 -3.21959 -1.82517


multiplicity of number 1 (C24H35N3O2)? 1


Number 2 is which compound? C24H35N7


Repeat the first record exactly.
C24H35N3O2 in the gas phase. Source: the Open Molecules 2025 dataset; level of theory: ωB97M-V with the def2-TZVPD basis set.

The SMILES is CCOC(=O)C1(CCCc2ccccc2)CCN(Cc2cn(CC)nc2C)CC1. As for the energy above the lowest of the compared OMol25 structures with the same formula, charge and spin: 0.5436 eV. Its multiplicity is 1. The value obtained for the frontier orbital gap is 9.139 eV. As for the largest force on an atom: 0.8 eV Å⁻¹.

Geometry (Å):
1 H 1.84579 -1.67997 -0.97478
2 H 7.04218 1.31023 1.22885
3 H -5.91049 1.37435 -3.20592
4 C -1.66497 -0.12689 -5.08851
5 N -0.72796 -2.08662 -1.66170
6 H 2.22161 0.42793 1.43485
7 C 5.79140 2.24856 2.69032
8 C 1.21444 -0.79346 -0.92742
9 H 0.01418 3.05970 2.21657
10 C 4.43680 -0.18619 2.79101
11 H -4.26196 -1.52093 -1.42319
12 H 2.29543 -2.61368 1.62624
13 C 0.10198 -0.93391 -1.96409
14 C -0.29015 -1.86676 0.72420
15 H 4.38910 2.90746 4.16668
16 H 5.84720 -0.83664 1.32006
17 C 5.52418 -0.01435 1.94305
18 H -2.19615 -3.31233 -2.43923
19 H 0.54750 -1.08996 -2.94987
20 H 4.40531 -2.31795 2.81029
21 H 3.37996 -1.57998 0.68552
22 C -1.71895 1.83368 1.87928
23 H -4.83782 1.09247 -0.34800
24 C -1.68015 -2.38964 -2.72469
25 H -0.60312 2.26378 3.67207
26 C 6.19748 1.19254 1.89212
27 H -1.99836 -2.80636 -0.19502
28 C 4.71075 2.08824 3.53985
29 C -0.88645 2.76439 2.74919
30 H 3.19714 0.76012 4.25540
31 C -5.20324 1.68211 -1.18629
32 C 1.71623 -0.53229 1.57018
33 H -1.98546 -1.03003 -0.31424
34 C 0.62909 -0.66775 0.48096
35 C -1.35622 -1.93738 -0.36504
36 H -2.63304 1.52639 2.39242
37 H -0.76687 -1.78998 1.70162
38 C 3.69160 -1.49053 2.81153
39 N -4.39757 0.05659 -2.82800
40 O 0.05235 1.61745 -0.08924
41 H -1.96803 2.32417 0.93231
42 C -2.68505 -1.31180 -2.99363
43 H -2.05625 0.58969 -5.80502
44 H -1.46234 3.65364 2.98885
45 H -0.72459 0.25364 -4.69147
46 C -2.65716 -0.31492 -3.99622
47 H -0.48613 -0.00208 -1.99538
48 H -1.10100 -2.58619 -3.63096
49 C 2.77298 -1.63371 1.58960
50 H 1.21157 -0.50914 2.53973
51 O -1.02049 0.62001 1.60241
52 C -0.14036 0.64511 0.59329
53 H -6.32675 0.05869 -2.07713
54 H 3.09265 -1.56047 3.72184
55 H 0.29942 -2.78296 0.68813
56 N -3.69725 0.49244 -3.87240
57 H -1.46759 -1.07169 -5.59276
58 H 6.31629 3.19168 2.65150
59 H -4.42899 2.38715 -1.47853
60 C -5.55215 0.77592 -2.36595
61 H -6.08169 2.23647 -0.86748
62 C -3.82221 -1.02522 -2.26617
63 H 1.81281 0.08811 -1.15997
64 C 4.03957 0.87904 3.58838